Here is CH22MnO14 as an isolated structure from the OMol25 dataset. Energies are from ωB97M-V with the def2-TZVPD basis set.

The geometry in XYZ format:
```
38
Properties=species:S:1:pos:R:3:forces:R:3:mulliken_spin:R:1
H -1.7259 -2.0353 -0.2209 0.2 0.3 -0.2 0.0005
H 0.5108 -2.0731 -0.3395 -0.1 0.9 0.2 0.0001
H 2.9644 -0.6425 1.7548 0.0 -0.3 0.2 -0.0001
O -0.2693 -0.6215 -0.1184 1.4 1.5 0.7 0.0127
H 2.4823 2.1598 3.7509 0.1 0.4 0.2 0.0040
H 1.9263 1.0273 2.9140 -0.2 -0.5 -0.1 0.0004
H -0.2880 -1.6854 1.7050 -0.4 0.2 -0.3 -0.0003
H -2.2703 -3.2918 0.4245 -0.1 -0.2 0.0 0.0000
H -0.2664 -2.3542 -2.2191 0.4 -0.3 0.3 0.0000
O 1.2542 1.0878 0.0507 3.7 0.0 -2.1 0.0472
O 0.8248 -2.9546 -0.5409 0.1 -1.2 -0.5 0.0005
H 0.1115 3.6075 -1.0384 0.1 -0.4 -0.7 0.0006
O -0.0626 -2.4440 2.2434 0.3 0.0 0.8 0.0001
H 2.5591 -0.1004 0.4007 -0.4 0.4 -0.4 0.0026
H -0.3388 -0.2249 -2.9813 -0.4 -0.5 -0.1 0.0001
H -1.0961 -2.9909 -3.3137 -0.1 -0.1 -0.1 0.0000
C 0.1912 0.4483 0.3700 -2.0 -1.6 -1.7 -0.0062
H -0.2456 -3.1986 1.6835 0.1 -0.1 -0.2 0.0000
O -0.0434 3.9833 -0.1718 0.5 0.1 0.1 0.0217
O 3.2514 -0.5915 0.8431 0.7 -0.4 0.3 0.0012
O 2.1833 1.5597 -2.5325 0.3 0.5 -0.3 -0.0016
Mn 0.9502 2.7397 1.1973 -0.7 -1.2 0.1 4.8259
O -0.4338 1.1593 1.1847 -2.7 1.6 3.2 0.0583
O -2.6889 1.2460 2.7913 -0.3 0.4 0.6 -0.0011
H 2.8749 0.9543 -2.7994 0.2 -0.1 -0.2 -0.0005
O -2.5214 -2.4067 0.1605 -0.4 -0.1 0.2 0.0001
H 1.6618 -3.0220 -0.0815 0.3 0.0 0.1 -0.0004
O -3.2437 0.9142 -0.4966 -0.2 0.4 0.0 0.0002
H -2.4057 0.7611 -0.0602 0.2 -0.2 0.2 -0.0011
O -0.2434 0.6382 -3.3842 -0.5 0.3 -0.1 0.0000
H -3.3322 0.1841 -1.1092 0.0 -0.3 -0.2 -0.0002
H -0.8214 4.5298 -0.2829 -0.4 0.2 0.3 0.0041
H 0.6066 0.9536 -3.0773 0.4 0.2 -0.2 0.0000
O -0.9363 -2.1561 -2.8735 -0.2 0.3 -0.1 0.0001
H -3.0306 0.3528 2.7501 -0.1 -0.2 -0.1 -0.0010
O 1.9923 1.9816 2.9481 -0.1 0.3 -0.3 0.0208
H -1.9848 1.2637 2.1431 0.3 -0.2 -0.3 0.0058
H 1.9036 1.2413 -1.6742 -0.2 -0.3 0.9 0.0052
```
Forces are in eV/Å.

Output
**Multiplicity**: 6
**ΔE to the lowest compared entry with this formula, charge and spin**: 1.445 eV
**Molecular weight**: 313.11 Da
**Energy**: -61381.0290 eV
**Lowest unoccupied orbital energy (alpha / beta)**: -1.805 / -2.159 eV